--- A ---
A 2-piece molecular cluster, C7H10OS overall, computed with ωB97M-V/def2-TZVPD.

Computed properties:
HOMO-LUMO gap in eV: 7.80
E_LUMO in eV: 0.772

Each line ends with the Löwdin charge.
Geometry (Å):
C1 -1.76 0.07 -0.50  -0.151
C2 -2.00 0.92 0.54  -0.368
C3 1.00 2.16 -1.05  -0.074
C4 -0.36 -0.43 -0.49  -0.428
C5 0.49 0.43 0.51  -0.585
C6 -0.26 -1.91 -0.10  -0.073
C7 1.80 -0.10 1.00  -0.116
O1 0.93 1.76 -2.16  0.021
S1 -0.61 1.19 1.64  0.916
H1 -2.46 -0.29 -1.16  0.086
H2 -3.07 1.18 0.51  0.083
H3 1.14 3.17 -0.64  0.077
H4 -0.05 -0.27 -1.52  0.119
H5 -0.78 -2.04 0.83  0.070
H6 0.67 -2.46 -0.04  0.062
H7 -0.92 -2.45 -1.00  0.142
H8 2.51 -0.18 0.28  0.045
H9 1.54 -1.12 1.35  0.068
H10 2.18 0.38 1.97  0.107

--- B ---
The molecule C7H10OS, computed with ωB97M-V/def2-TZVPD.

Computed properties:
HOMO-LUMO gap in eV: 8.49
E_LUMO in eV: -0.293

Each line ends with the Löwdin charge.
Geometry (Å):
C1 -0.18 -0.64 1.03  0.078
C2 0.85 -0.49 0.19  -0.160
C3 -2.12 -1.45 0.92  -0.197
C4 -1.15 0.18 -1.15  -0.221
C5 -0.30 0.54 0.04  -0.483
C6 2.21 -1.10 -0.21  -0.045
C7 -0.24 2.06 0.42  -0.043
O1 -3.34 0.67 0.30  -0.542
S1 -2.81 -0.49 -0.38  0.863
H1 -2.21 -2.49 0.72  0.016
H2 -2.39 -1.25 2.00  0.076
H3 -1.30 1.05 -1.88  0.123
H4 -0.79 -0.79 -1.59  0.093
H5 3.14 -0.98 0.42  0.099
H6 2.25 -0.90 -1.29  0.072
H7 2.09 -2.17 -0.24  0.059
H8 0.21 2.26 1.36  0.050
H9 -1.23 2.48 0.78  0.091
H10 0.11 2.68 -0.42  0.073

A has the most favorable energy; the next structure is 254.5 kJ/mol above.

--- A ---
A 15-piece molecular cluster, C48H137N11O15 overall, computed with ωB97M-V/def2-TZVPD.

Computed properties:
HOMO-LUMO gap in eV: 8.97
E_LUMO in eV: 0.172

Each line ends with the Löwdin charge.
Geometry (Å):
C1 2.94 8.29 8.26  -0.184
O1 1.61 7.96 7.98  -0.150
H1 3.59 8.30 7.38  0.073
H2 3.03 9.27 8.74  0.054
H3 3.34 7.55 8.97  0.074
H4 1.13 8.76 7.69  0.022
C2 6.38 9.74 12.29  -0.136
O2 6.43 10.38 13.55  -0.151
H5 6.08 8.69 12.39  0.083
H6 5.67 10.23 11.63  0.071
H7 7.36 9.69 11.79  0.081
H8 6.40 9.73 14.25  0.081
C3 5.82 14.03 8.71  -0.133
O3 4.62 14.05 7.98  -0.146
H9 5.66 14.25 9.77  0.071
H10 6.40 13.10 8.68  0.084
H11 6.47 14.86 8.40  0.080
H12 4.79 13.99 7.03  0.101
C4 3.42 16.12 12.42  -0.147
O4 3.11 15.03 13.27  -0.141
H13 4.32 15.91 11.85  0.067
H14 2.59 16.38 11.76  0.048
H15 3.60 17.00 13.05  0.090
H16 2.46 15.32 13.91  0.019
C5 -2.03 12.81 8.85  -0.053
C6 -3.04 11.78 8.39  -0.415
C7 -3.52 12.06 6.98  -0.210
O5 -4.66 11.28 6.72  -0.179
C8 -5.17 11.40 5.42  -0.114
N1 -2.40 10.46 8.46  0.048
H17 -1.65 12.57 9.84  0.070
H18 -2.43 13.83 8.82  0.066
H19 -1.14 12.83 8.21  0.070
H20 -3.92 11.87 9.03  0.144
H21 -2.67 11.82 6.33  0.122
H22 -3.85 13.11 6.90  0.126
H23 -5.55 12.42 5.25  0.090
H24 -5.98 10.69 5.25  0.087
H25 -4.41 11.18 4.66  0.074
H26 -1.92 10.34 9.36  0.037
H27 -3.14 9.76 8.48  0.087
C9 6.53 14.55 13.12  -0.065
C10 7.38 13.87 14.18  -0.420
C11 6.62 13.35 15.40  -0.223
O6 5.81 14.32 16.01  -0.165
C12 4.98 13.73 16.99  -0.109
N2 8.16 12.77 13.53  0.038
H28 7.11 15.04 12.34  0.077
H29 5.90 15.33 13.56  0.064
H30 5.85 13.77 12.78  0.078
H31 8.18 14.53 14.54  0.135
H32 7.35 12.87 16.07  0.128
H33 5.96 12.53 15.07  0.113
H34 4.22 13.09 16.54  0.061
H35 4.45 14.55 17.48  0.091
H36 5.56 13.16 17.72  0.094
H37 7.57 11.93 13.52  0.026
H38 8.93 12.61 14.17  0.062
C13 3.28 9.99 15.76  -0.063
C14 3.11 9.23 17.06  -0.419
C15 2.24 10.02 18.03  -0.220
O7 2.92 11.11 18.58  -0.206
C16 3.67 10.93 19.74  -0.104
N3 2.43 7.92 16.76  0.033
H39 3.95 9.46 15.08  0.068
H40 3.63 11.01 15.89  0.066
H41 2.33 10.09 15.24  0.067
H42 4.09 8.98 17.48  0.131
H43 1.73 9.37 18.76  0.131
H44 1.35 10.36 17.48  0.111
H45 4.11 11.87 20.05  0.088
H46 4.49 10.20 19.60  0.085
H47 3.08 10.49 20.56  0.090
H48 2.51 7.35 17.60  0.068
H49 3.14 7.47 16.17  0.068
C17 -1.94 16.77 8.55  -0.072
C18 -2.75 16.55 7.24  -0.416
C19 -4.09 17.20 7.37  -0.219
O8 -4.75 16.83 8.57  -0.207
C20 -5.91 17.61 8.81  -0.106
N4 -2.02 17.11 6.12  0.053
H50 -1.90 17.83 8.79  0.079
H51 -0.93 16.38 8.44  0.055
H52 -2.38 16.21 9.38  0.059
H53 -2.79 15.46 7.09  0.122
H54 -4.77 17.00 6.52  0.129
H55 -3.95 18.29 7.39  0.129
H56 -6.57 17.53 7.93  0.087
H57 -5.67 18.64 9.05  0.086
H58 -6.39 17.10 9.65  0.088
H59 -1.85 18.11 6.24  0.077
H60 -1.05 16.81 6.03  0.031
C21 1.96 10.90 5.42  -0.052
C22 0.53 10.96 5.98  -0.414
C23 -0.34 10.05 5.12  -0.220
O9 -0.45 10.63 3.84  -0.190
C24 -1.43 9.98 3.04  -0.090
N5 0.55 10.62 7.40  0.055
H61 2.24 9.92 5.02  0.079
H62 2.73 11.09 6.17  0.061
H63 2.11 11.58 4.58  0.075
H64 0.23 12.01 5.84  0.126
H65 -1.35 10.02 5.56  0.110
H66 0.06 9.03 5.10  0.132
H67 -2.39 10.17 3.52  0.072
H68 -1.19 8.92 2.93  0.090
H69 -1.40 10.45 2.06  0.087
H70 -0.40 10.59 7.75  0.030
H71 1.15 11.34 7.82  0.035
C25 -3.72 13.57 16.53  -0.047
C26 -3.00 14.22 15.35  -0.441
C27 -2.47 13.22 14.32  -0.224
O10 -1.47 12.42 14.89  -0.220
C28 -1.13 11.22 14.21  -0.083
N6 -3.79 15.28 14.70  0.034
H72 -4.32 14.31 17.05  0.074
H73 -2.97 13.09 17.16  0.063
H74 -4.34 12.73 16.20  0.076
H75 -2.12 14.73 15.76  0.121
H76 -2.13 13.70 13.39  0.122
H77 -3.32 12.58 14.02  0.128
H78 -0.29 10.78 14.73  0.077
H79 -0.82 11.51 13.20  0.079
H80 -1.97 10.53 14.11  0.091
H81 -4.34 14.81 13.98  0.068
H82 -3.11 15.82 14.16  0.015
C29 1.41 16.15 16.55  -0.043
C30 1.64 14.77 15.94  -0.399
C31 1.44 13.64 16.94  -0.210
O11 0.29 13.83 17.72  -0.173
C32 -0.04 12.81 18.61  -0.104
N7 0.67 14.65 14.79  0.069
H83 1.85 16.89 15.89  0.074
H84 1.92 16.17 17.52  0.083
H85 0.35 16.36 16.73  0.077
H86 2.66 14.67 15.56  0.110
H87 2.32 13.54 17.59  0.105
H88 1.31 12.72 16.34  0.126
H89 -0.89 13.16 19.19  0.090
H90 0.74 12.51 19.32  0.083
H91 -0.34 11.89 18.09  0.084
H92 -0.14 14.23 15.24  0.042
H93 1.04 13.93 14.17  0.055
C33 -0.22 7.92 12.64  -0.042
C34 -0.11 7.93 11.11  -0.419
C35 -0.95 6.84 10.46  -0.216
O12 -0.42 5.60 10.87  -0.173
C36 -1.33 4.55 10.73  -0.123
N8 -0.39 9.27 10.55  0.066
H94 0.26 8.82 13.02  0.057
H95 0.29 7.05 13.05  0.076
H96 -1.28 7.92 12.90  0.080
H97 0.95 7.72 10.90  0.133
H98 -0.83 6.91 9.37  0.127
H99 -2.00 7.00 10.71  0.130
H100 -0.84 3.58 10.71  0.084
H101 -1.99 4.63 9.85  0.086
H102 -2.04 4.53 11.57  0.088
H103 -0.40 9.09 9.54  0.039
H104 0.41 9.86 10.73  0.038
C37 3.80 17.68 8.05  -0.049
C38 3.13 16.86 6.93  -0.432
C39 1.77 17.40 6.55  -0.200
O13 0.91 16.64 5.71  -0.209
C40 0.87 15.25 6.04  -0.086
N9 4.02 16.98 5.74  0.045
H105 3.18 17.66 8.96  0.071
H106 3.83 18.72 7.71  0.083
H107 4.79 17.28 8.23  0.071
H108 3.07 15.83 7.25  0.078
H109 1.87 18.36 6.03  0.130
H110 1.18 17.72 7.42  0.122
H111 1.87 14.83 5.96  0.083
H112 0.19 14.78 5.33  0.097
H113 0.49 15.09 7.05  0.066
H114 4.95 17.22 6.04  0.055
H115 3.70 17.71 5.10  0.066
C41 1.54 14.45 9.75  -0.032
C42 2.14 13.09 10.12  -0.408
C43 1.16 12.31 10.98  -0.182
O14 1.76 11.18 11.59  -0.204
C44 2.73 11.43 12.57  -0.089
N10 2.50 12.36 8.91  0.058
H116 1.29 14.87 10.73  0.056
H117 0.61 14.39 9.19  0.060
H118 2.28 15.01 9.18  0.066
H119 3.07 13.31 10.65  0.120
H120 0.42 11.94 10.26  0.099
H121 0.59 12.91 11.69  0.124
H122 2.25 11.80 13.49  0.079
H123 3.43 12.25 12.35  0.077
H124 3.29 10.52 12.74  0.082
H125 2.76 11.40 9.13  0.064
H126 3.31 12.78 8.45  0.050
C45 -0.54 16.96 11.46  -0.063
C46 -1.42 17.81 12.35  -0.415
C47 -2.78 18.24 11.79  -0.200
O15 -3.43 18.98 12.81  -0.199
C48 -4.80 18.69 12.95  -0.103
N11 -1.65 17.11 13.63  0.052
H127 0.41 16.77 11.96  0.055
H128 -0.32 17.54 10.55  0.072
H129 -1.03 16.05 11.11  0.070
H130 -0.93 18.79 12.50  0.140
H131 -3.37 17.35 11.54  0.125
H132 -2.68 18.88 10.91  0.125
H133 -5.32 18.79 11.99  0.078
H134 -5.24 19.43 13.62  0.088
H135 -4.98 17.68 13.34  0.081
H136 -0.76 16.89 14.05  0.061
H137 -2.07 17.85 14.21  0.087

--- B ---
A 16-piece molecular cluster, C48H137N11O15 overall, computed with ωB97M-V/def2-TZVPD.

Computed properties:
HOMO-LUMO gap in eV: 6.11
E_LUMO in eV: 0.246

Each line ends with the Löwdin charge.
Geometry (Å):
N1 -1.17 0.91 3.06  0.251
H1 -0.61 1.32 3.82  0.068
H2 -1.32 -0.09 3.26  0.067
H3 -0.54 0.98 2.22  0.059
H4 -2.04 1.41 2.85  0.068
C1 0.76 -1.67 1.56  -0.039
C2 0.38 -1.17 0.16  -0.481
C3 -0.57 -2.26 -0.40  -0.133
C4 -1.29 -1.84 -1.66  -0.183
C5 -2.02 -0.52 -1.45  -0.145
C6 -1.18 0.59 -0.87  -0.499
N2 -0.34 0.12 0.23  -0.185
O1 0.43 1.14 0.80  -0.285
C7 -2.13 1.68 -0.29  -0.029
C8 -0.29 1.27 -1.94  -0.044
C9 1.62 -1.10 -0.71  -0.023
H5 1.44 -1.06 2.16  0.059
H6 1.16 -2.68 1.56  0.083
H7 -0.14 -1.63 2.18  0.053
H8 -1.30 -2.65 0.32  0.086
H9 0.06 -3.08 -0.76  0.106
H10 -2.03 -2.55 -2.05  0.094
H11 -0.58 -1.77 -2.49  0.106
H12 -2.88 -0.76 -0.82  0.103
H13 -2.31 -0.20 -2.46  0.120
H14 -1.56 2.61 -0.30  0.074
H15 -2.51 1.44 0.70  0.057
H16 -2.93 1.98 -0.98  0.080
H17 -1.01 1.84 -2.54  0.081
H18 0.21 0.55 -2.60  0.054
H19 0.48 1.91 -1.50  0.074
H20 2.11 -2.09 -0.68  0.091
H21 2.40 -0.60 -0.12  0.066
H22 1.56 -0.64 -1.68  0.044
C10 -3.00 -3.35 2.39  -0.062
C11 -3.21 -4.81 2.11  -0.472
C12 -2.54 -5.38 0.86  -0.052
O2 -2.64 -5.45 3.27  -0.071
H23 -3.59 -3.05 3.25  0.081
H24 -3.48 -2.78 1.58  0.070
H25 -1.97 -2.99 2.47  0.055
H26 -4.27 -5.08 2.03  0.132
H27 -3.00 -5.00 -0.06  0.077
H28 -2.47 -6.46 0.85  0.077
H29 -1.52 -4.97 0.88  0.074
H30 -2.75 -6.41 3.21  0.081
O3 3.25 3.15 -0.12  -0.049
H31 2.38 3.33 0.24  -0.004
H32 3.42 2.23 0.10  0.013
O4 2.87 0.84 2.36  -0.099
H33 2.16 0.87 1.69  -0.002
H34 3.69 0.64 1.86  0.009
O5 -1.30 -1.48 4.51  -0.082
H35 -0.56 -2.07 4.73  0.017
H36 -2.00 -1.73 5.11  0.057
O6 -3.90 1.55 3.07  -0.074
H37 -4.31 1.86 3.88  0.053
H38 -4.66 1.38 2.44  0.020
C13 -8.92 -2.33 -2.56  -0.069
C14 -8.06 -1.30 -3.29  -0.452
C15 -7.09 -2.02 -4.21  -0.211
O7 -6.18 -2.89 -3.54  -0.196
C16 -4.85 -2.42 -3.42  -0.097
N3 -8.97 -0.44 -4.04  0.024
H39 -9.50 -2.88 -3.30  0.080
H40 -9.64 -1.74 -1.98  0.074
H41 -8.38 -2.96 -1.87  0.075
H42 -7.62 -0.67 -2.51  0.132
H43 -6.48 -1.34 -4.81  0.119
H44 -7.72 -2.64 -4.86  0.126
H45 -4.33 -3.30 -3.05  0.084
H46 -4.82 -1.59 -2.71  0.074
H47 -4.41 -2.10 -4.37  0.088
H48 -9.33 -0.81 -4.92  0.075
H49 -8.48 0.38 -4.41  0.071
C17 -0.44 8.52 3.34  -0.072
C18 -0.12 7.04 3.34  -0.435
C19 1.12 6.74 2.47  -0.210
O8 1.39 5.36 2.33  -0.193
C20 0.42 4.67 1.55  -0.092
N4 0.18 6.62 4.72  0.043
H50 -0.59 8.91 2.32  0.075
H51 0.40 9.14 3.67  0.079
H52 -1.37 8.70 3.87  0.077
H53 -0.99 6.47 3.00  0.129
H54 2.01 7.19 2.90  0.127
H55 0.90 7.18 1.49  0.118
H56 0.12 5.26 0.68  0.100
H57 -0.39 4.34 2.21  0.085
H58 0.89 3.78 1.14  0.054
H59 0.44 5.65 4.73  0.042
H60 0.97 7.18 5.03  0.070
C21 1.67 0.49 5.35  -0.065
C22 1.00 1.79 5.71  -0.416
C23 1.76 2.63 6.74  -0.216
O9 0.98 3.69 7.21  -0.188
C24 1.36 4.20 8.48  -0.094
N5 0.63 2.57 4.52  0.052
H61 1.06 -0.13 4.70  0.056
H62 1.77 -0.07 6.29  0.075
H63 2.67 0.63 4.93  0.074
H64 0.04 1.50 6.16  0.142
H65 2.70 2.96 6.27  0.137
H66 1.96 1.93 7.56  0.122
H67 1.70 3.40 9.15  0.083
H68 0.66 4.84 9.01  0.086
H69 2.20 4.87 8.26  0.088
H70 0.39 3.48 4.90  0.065
H71 1.41 2.79 3.89  0.090
C25 2.85 3.07 -5.38  -0.066
C26 1.36 3.41 -5.28  -0.420
C27 0.40 2.26 -5.61  -0.224
O10 0.84 1.56 -6.74  -0.200
C28 -0.13 0.68 -7.29  -0.094
N6 0.97 3.99 -3.99  0.056
H72 3.29 2.69 -6.31  0.072
H73 3.17 2.39 -4.58  0.057
H74 3.42 3.98 -5.17  0.075
H75 1.29 4.17 -6.06  0.130
H76 -0.62 2.66 -5.67  0.127
H77 0.28 1.60 -4.73  0.105
H78 -0.25 -0.21 -6.67  0.085
H79 0.27 0.47 -8.28  0.086
H80 -1.05 1.24 -7.48  0.088
H81 1.80 4.40 -3.57  0.070
H82 0.72 3.24 -3.37  0.032
C29 3.05 -0.70 -4.01  -0.048
C30 3.77 -1.41 -5.16  -0.427
C31 2.97 -1.34 -6.44  -0.224
O11 3.61 -2.03 -7.50  -0.203
C32 2.86 -1.96 -8.69  -0.107
N7 5.08 -0.79 -5.28  0.047
H83 3.53 -0.88 -3.05  0.072
H84 2.01 -1.00 -3.90  0.068
H85 3.01 0.38 -4.20  0.057
H86 3.91 -2.46 -4.86  0.123
H87 2.90 -0.28 -6.75  0.121
H88 1.94 -1.66 -6.30  0.117
H89 3.37 -2.51 -9.48  0.087
H90 2.90 -0.93 -9.08  0.088
H91 1.84 -2.29 -8.51  0.087
H92 5.55 -1.12 -6.12  0.072
H93 4.95 0.20 -5.49  0.069
C33 1.21 -5.28 5.21  -0.052
C34 1.64 -3.91 5.74  -0.422
C35 2.35 -3.15 4.63  -0.196
O12 3.49 -3.82 4.07  -0.161
C36 4.13 -2.96 3.18  -0.137
N8 0.50 -3.13 6.22  0.047
H94 0.66 -5.86 5.95  0.076
H95 2.09 -5.85 4.92  0.082
H96 0.50 -5.18 4.38  0.081
H97 2.38 -4.13 6.52  0.139
H98 2.69 -2.15 4.92  0.112
H99 1.60 -3.06 3.83  0.108
H100 5.10 -3.37 2.88  0.089
H101 4.46 -1.98 3.53  0.094
H102 3.58 -2.82 2.24  0.078
H103 0.80 -2.51 6.96  0.084
H104 -0.17 -3.77 6.64  0.084
C37 7.01 3.71 2.39  -0.058
C38 5.87 2.72 2.04  -0.419
C39 6.26 1.72 0.96  -0.174
O13 5.27 0.70 0.93  -0.251
C40 5.53 -0.33 0.00  -0.082
N9 5.37 2.15 3.31  0.044
H105 7.36 4.20 1.48  0.076
H106 7.85 3.11 2.74  0.077
H107 6.68 4.44 3.12  0.073
H108 4.98 3.30 1.77  0.122
H109 7.20 1.24 1.28  0.129
H110 6.40 2.18 -0.02  0.135
H111 4.97 -1.24 0.23  0.083
H112 6.56 -0.71 0.08  0.091
H113 5.38 0.09 -1.00  0.094
H114 4.39 1.92 3.24  0.023
H115 5.54 2.82 4.05  0.052
C41 -5.13 3.88 1.17  -0.056
C42 -6.48 3.19 1.14  -0.422
C43 -6.50 1.80 0.47  -0.174
O14 -5.79 0.85 1.27  -0.226
C44 -5.78 -0.41 0.65  -0.080
N10 -7.17 3.28 2.45  0.044
H116 -4.99 4.51 2.04  0.085
H117 -5.04 4.46 0.25  0.083
H118 -4.31 3.18 1.03  0.052
H119 -7.13 3.81 0.50  0.128
H120 -6.06 1.94 -0.52  0.129
H121 -7.53 1.46 0.35  0.124
H122 -6.81 -0.74 0.50  0.093
H123 -5.32 -1.17 1.28  0.082
H124 -5.20 -0.42 -0.29  0.078
H125 -7.90 2.57 2.49  0.070
H126 -6.47 2.99 3.13  0.052
C45 2.13 -4.98 -5.93  -0.056
C46 2.79 -5.30 -4.59  -0.445
C47 2.16 -6.53 -3.94  -0.207
O15 0.75 -6.45 -3.82  -0.173
C48 0.30 -5.58 -2.82  -0.120
N11 4.25 -5.44 -4.77  0.040
H127 2.72 -4.17 -6.38  0.051
H128 1.08 -4.71 -5.86  0.081
H129 2.30 -5.81 -6.63  0.087
H130 2.62 -4.39 -4.00  0.115
H131 2.73 -6.78 -3.04  0.127
H132 2.29 -7.40 -4.59  0.127
H133 -0.78 -5.42 -2.90  0.087
H134 0.72 -4.57 -2.97  0.074
H135 0.51 -5.87 -1.79  0.090
H136 4.50 -4.83 -5.54  0.058
H137 4.48 -6.36 -5.13  0.071

B has the most favorable energy; the next structure is 51.8 kJ/mol above.